Entry 1:
The following is a DFT calculation (ωB97M-V with the def2-TZVPD basis set) of a 2-piece molecular cluster, C4H6 overall.

Structure (ORCA input):
```
! RIJCOSX wB97M-V def2-TZVPD def2/J DEFGRID3
* xyz 0 1
C 1.099 -0.804 -1.010
C 0.103 -1.253 -1.472
C -0.974 1.342 1.195
C -0.029 0.441 0.892
H 1.697 -0.402 0.009
H -0.778 -1.437 -2.092
H -0.704 2.098 1.942
H -1.951 1.306 0.991
H 1.027 0.434 1.182
H -0.483 -0.354 0.333
*
```

- E_HOMO (Ha) = -0.3536
- energy relative to the best compared isomer or geometry (same formula, charge and spin) (kcal/mol) = 93.65
- orbital gap (eV) = 10.70
- SMILES = C#C.C=C

***

Entry 2:
The following is a DFT calculation (ωB97M-V with the def2-TZVPD basis set) of a 30-piece molecular cluster, C4H62BF3NO33 overall.

Structure (ORCA input):
```
! RIJCOSX wB97M-V def2-TZVPD def2/J DEFGRID3
* xyz -1 1
C 2.648 1.291 -0.457
O 2.193 -0.003 -0.058
B 1.008 -0.396 -0.654
O 1.104 -1.396 -1.635
C -0.359 0.162 -0.221
F -1.425 -0.491 -0.968
N -0.479 1.619 -0.455
C -1.001 1.997 -1.704
O -2.131 1.965 -2.079
F -0.036 2.388 -2.543
C -1.093 2.198 0.653
O -0.605 3.029 1.363
F -2.350 1.784 0.921
H 2.248 1.570 -1.430
H 2.279 2.044 0.246
H 3.731 1.322 -0.473
H 0.658 -1.135 -2.448
O 0.284 5.916 1.803
H 0.229 5.007 1.469
H 1.205 6.020 2.069
O 5.238 -0.779 -0.048
H 4.887 -1.650 -0.291
H 6.169 -0.937 0.146
O -4.032 -0.374 -1.815
H -3.834 -0.909 -1.037
H -3.589 0.465 -1.621
O -0.878 -1.051 2.710
H -0.987 -0.668 3.584
H -1.261 -0.406 2.103
O -4.627 -0.154 1.343
H -5.485 -0.235 0.897
H -4.379 0.765 1.200
O -4.819 -0.934 4.315
H -4.792 -0.685 3.380
H -4.460 -1.828 4.320
O -5.781 0.556 -4.176
H -5.512 0.021 -4.928
H -5.242 0.210 -3.451
O -1.949 -2.508 -2.899
H -1.524 -2.117 -2.120
H -2.887 -2.417 -2.698
O -3.414 -0.793 -4.937
H -3.345 -1.380 -5.696
H -2.823 -1.185 -4.279
O 0.364 1.273 3.779
H 0.255 1.655 4.656
H 0.010 1.966 3.207
O -2.103 2.156 -6.021
H -2.535 1.725 -5.273
H -2.665 1.936 -6.769
O 3.503 3.810 -1.762
H 3.960 4.615 -1.500
H 2.794 4.106 -2.343
O 1.154 3.819 4.881
H 1.898 3.824 5.494
H 1.279 4.615 4.353
O 2.936 4.581 7.515
H 3.596 4.501 8.210
H 2.095 4.444 7.963
O 7.495 0.881 0.289
H 7.811 1.287 1.101
H 6.537 1.006 0.310
O 3.113 1.632 -3.751
H 3.498 2.062 -4.520
H 3.663 0.857 -3.595
O -0.068 -3.750 1.480
H -0.126 -2.792 1.607
H -0.947 -4.058 1.719
O 2.767 -3.211 2.679
H 1.963 -3.513 2.240
H 2.872 -2.302 2.374
O -0.128 6.566 -1.031
H 0.011 6.898 -0.136
H -1.079 6.437 -1.091
O 1.947 -1.886 -4.164
H 2.060 -2.007 -5.110
H 2.238 -2.721 -3.790
O -6.925 3.184 -4.073
H -6.508 2.306 -4.072
H -6.329 3.729 -4.594
O 4.498 -2.994 -4.888
H 5.245 -3.008 -4.281
H 4.746 -2.352 -5.560
O 3.626 -2.841 -1.130
H 2.942 -2.161 -1.284
H 3.471 -3.501 -1.809
O 0.136 6.585 4.564
H -0.409 6.024 5.125
H -0.135 6.354 3.659
O -6.924 -0.015 -0.476
H -7.222 0.848 -0.780
H -6.684 -0.479 -1.286
O 1.034 -6.770 1.944
H 0.874 -5.830 1.792
H 0.532 -7.209 1.250
O 2.126 -9.787 3.025
H 1.964 -8.847 2.873
H 1.629 -10.231 2.333
O -4.137 -4.021 4.357
H -3.373 -4.263 4.890
H -4.896 -4.175 4.929
O 4.326 -6.111 1.325
H 4.206 -5.163 1.461
H 3.469 -6.486 1.556
*
```

- E_HOMO (Ha) = -0.1758
- orbital gap (eV) = 6.64

***

Entry 3:
The following is a DFT calculation (ωB97M-V with the def2-TZVPD basis set) of C4H6AgO2 as an isolated structure.

Structure (ORCA input):
```
! RIJCOSX wB97M-V def2-TZVPD def2/J DEFGRID3
* xyz 1 3
O 2.039 -1.839 -1.115
C 1.449 -0.668 -0.882
C 0.547 -0.420 0.136
C -0.022 0.827 0.457
C -1.345 0.944 1.179
O -2.395 0.540 0.325
Ag -1.612 -0.076 -1.257
H 1.635 -2.312 -1.854
H 1.720 0.099 -1.611
H 0.435 1.732 0.041
H 0.359 -1.122 0.990
H -1.486 1.988 1.507
H -1.324 0.308 2.085
*
```

- expectation value of S² = 2.033
- E_HOMO (alpha / beta) (Ha) = -0.4611 / -0.5513
- energy relative to the best compared isomer or geometry (same formula, charge and spin) (kcal/mol) = 0.00
- orbital gap (alpha / beta) (eV) = 7.10 / 7.45